1.
Formula: C26H57IO7P2S
Source: OMol25
Level of theory: ωB97M-V/def2-TZVPD

2S+1: 1
LUMO level, Eh: 0.0061
Molar mass, g mol⁻¹: 702.65
Strongest force on any atom, eV/A: 0.74
HOMO-LUMO gap, eV: 8.61
E_HOMO, eV: -8.4
SMILES: CCCCCCC[PH](S)(CCCI)P(=O)(O)O.C1CCOC1.C1CCOC1.C1CCOC1.C1CCOC1

Last column: Mulliken charge in e.
Positions of all 94 atoms, in Å:
C (0.48635, -1.33467, 4.26136)  -0.93
C (-1.02119, -1.52416, 4.08922)  -0.56
C (-1.41662, -1.90906, 2.65078)  0.12
C (-2.55340, -1.06083, 2.09499)  -0.59
C (-3.01957, -1.42264, 0.68139)  -1.25
C (-2.26989, -0.77942, -0.49085)  -0.36
C (-0.88034, -1.39298, -0.78776)  -0.51
P (0.55739, -0.28354, -1.06870)  0.21
S (0.09702, 0.92794, 0.76271)  -0.19
C (0.50702, 1.12474, -2.25046)  -0.68
C (-0.55063, 2.21953, -2.02767)  -0.75
C (0.00332, 3.49413, -1.37769)  -0.55
I (-0.12412, 5.18667, -2.70210)  -0.03
P (1.42242, -1.58097, -2.78632)  0.67
O (2.69931, -1.02614, -3.26238)  -0.70
O (1.61488, -3.12679, -2.31428)  -0.60
O (0.29653, -1.72645, -3.95058)  -0.43
H (0.80461, -0.37346, 3.85364)  0.23
H (0.79496, -1.41072, 5.30251)  0.43
H (1.02244, -2.11400, 3.71753)  0.06
H (-1.34591, -2.31384, 4.76793)  0.35
H (-1.54056, -0.60448, 4.36383)  0.36
H (-0.52787, -1.82985, 2.02140)  -0.26
H (-1.72476, -2.95850, 2.62863)  0.31
H (-3.40896, -1.17652, 2.76765)  0.43
H (-2.28303, -0.00302, 2.13451)  0.25
H (-2.97042, -2.50858, 0.54771)  0.40
H (-4.06519, -1.12571, 0.58351)  0.45
H (-2.22503, 0.30081, -0.36344)  -0.01
H (-2.87983, -0.95586, -1.37923)  0.36
H (-0.59751, -2.06456, 0.02407)  0.64
H (-0.96405, -1.99381, -1.69484)  0.25
H (1.78783, -0.60706, -0.48116)  0.14
H (1.34223, 1.13546, 1.19814)  -0.18
H (1.51178, 1.54991, -2.18714)  0.40
H (0.42138, 0.72514, -3.25980)  0.68
H (-1.39179, 1.86599, -1.43775)  -0.05
H (-0.95661, 2.45862, -3.00943)  0.76
H (-0.57252, 3.79723, -0.51183)  0.40
H (1.04972, 3.40705, -1.10785)  0.03
H (0.89749, -3.45504, -1.76374)  0.37
H (0.18439, -2.63765, -4.23583)  0.29
C (-2.50636, 7.75647, -0.28773)  -0.54
C (-3.27890, 8.56432, 0.75459)  -0.55
C (-4.11978, 7.48028, 1.41833)  -0.45
O (-3.34725, 6.28154, 1.35470)  -0.41
C (-2.24027, 6.46330, 0.47000)  -0.08
H (-1.59071, 8.23699, -0.62769)  0.35
H (-3.13404, 7.56218, -1.15990)  0.28
H (-2.58933, 9.00539, 1.47725)  0.26
H (-3.88468, 9.36314, 0.32927)  0.35
H (-5.06270, 7.32797, 0.88157)  0.26
H (-4.34929, 7.69368, 2.46304)  0.27
H (-1.31883, 6.53145, 1.05894)  0.20
H (-2.16738, 5.59546, -0.18627)  0.03
C (5.04999, 1.62337, 0.84361)  -0.35
C (5.69781, 2.57446, -0.16328)  -0.57
C (4.52165, 3.46336, -0.54308)  -0.33
O (3.68055, 3.53196, 0.61212)  -0.39
C (4.09955, 2.56482, 1.57409)  -0.21
H (5.76254, 1.14556, 1.51410)  0.37
H (4.49255, 0.84140, 0.32247)  0.11
H (6.47641, 3.16296, 0.32619)  0.27
H (6.13764, 2.07249, -1.02316)  0.35
H (3.95657, 3.03071, -1.37683)  0.16
H (4.81624, 4.47636, -0.81820)  0.32
H (4.60522, 3.07343, 2.40193)  0.28
H (3.21531, 2.06499, 1.97391)  0.04
C (3.47973, -6.25388, 4.91965)  -0.56
C (4.31792, -5.20493, 4.18980)  -0.57
C (3.23718, -4.36039, 3.52652)  -0.34
O (2.10521, -4.40786, 4.39537)  -0.35
C (2.29035, -5.42230, 5.38357)  -0.47
H (4.00213, -6.73481, 5.74508)  0.33
H (3.15344, -7.02879, 4.22312)  0.26
H (4.88090, -4.60519, 4.90764)  0.28
H (5.01989, -5.62603, 3.47190)  0.34
H (2.95764, -4.77148, 2.55003)  0.26
H (3.53004, -3.31816, 3.39042)  0.25
H (2.49233, -4.94763, 6.34979)  0.29
H (1.36889, -5.99914, 5.46896)  0.26
C (-2.31400, -3.56670, -5.79658)  -0.39
C (-3.33707, -3.46124, -6.92568)  -0.64
C (-4.60924, -3.92023, -6.22263)  -0.51
O (-4.47743, -3.51956, -4.85713)  -0.43
C (-3.13640, -3.11343, -4.59649)  -0.11
H (-1.42720, -2.95329, -5.95550)  0.28
H (-1.99880, -4.60520, -5.67105)  0.30
H (-3.43449, -2.42356, -7.25000)  0.28
H (-3.09393, -4.06953, -7.79506)  0.37
H (-4.71541, -5.00928, -6.26685)  0.28
H (-5.51284, -3.46871, -6.63252)  0.29
H (-3.10320, -2.02380, -4.48566)  0.13
H (-2.80946, -3.56579, -3.65732)  0.16



2.
Formula: C29H24F24O7S
Source: OMol25
Level of theory: ωB97M-V/def2-TZVPD

2S+1: 1
LUMO level, Eh: -0.0623
Molar mass, g mol⁻¹: 972.52
Strongest force on any atom, eV/A: 6.40
HOMO-LUMO gap, eV: 7.79
E_HOMO, eV: -9.5
SMILES: O=C1C=CC(=O)c2c(CCCF)c(C(F)(F)C(F)(F)C(F)(F)F)cc(CCCS(=O)(=O)O)c21.FC(F)C(F)(F)COC(F)(F)C(F)F.FC(F)C(F)(F)COC(F)(F)C(F)F

Last column: Mulliken charge in e.
Positions of all 85 atoms, in Å:
O (-2.06401, 1.05765, 2.89959)  -0.55
C (-1.13065, 1.71860, 2.38766)  0.11
C (-1.06513, 3.32920, 2.49952)  -0.49
C (-0.57582, 4.06977, 1.37325)  -0.50
C (-0.06792, 3.29802, 0.04559)  0.38
O (-0.26271, 3.84574, -1.06488)  -0.48
C (0.61510, 1.88155, 0.28854)  0.40
C (1.75617, 1.28845, -0.61634)  0.60
C (2.26324, 2.11776, -1.91156)  -0.09
C (1.60825, 1.54401, -3.26797)  -0.30
C (0.19603, 2.18630, -3.65313)  -0.37
F (-0.81942, 1.54417, -2.81254)  -0.33
C (2.38097, -0.10366, -0.24051)  0.04
C (3.57189, -0.79056, -1.04691)  0.73
F (3.35565, -0.89204, -2.44834)  -0.29
F (3.76724, -2.14367, -0.58165)  -0.31
C (5.01708, -0.06372, -0.80028)  0.55
F (4.87039, 1.21932, -0.20613)  -0.23
F (5.71619, -0.85725, 0.17810)  -0.31
C (5.95597, -0.05892, -2.10046)  0.54
F (6.16452, -1.35786, -2.64817)  -0.24
F (5.51123, 0.87189, -3.09471)  -0.15
F (7.26826, 0.39757, -1.74147)  -0.27
C (1.82887, -0.87673, 1.01187)  -0.78
C (0.66837, -0.32588, 1.90957)  -0.07
C (0.19867, -1.21072, 3.15297)  -0.61
C (-0.21887, -2.66525, 2.54574)  -0.64
C (-1.37787, -3.39023, 3.39174)  -0.71
S (-1.83020, -4.96525, 2.45809)  1.21
O (-0.97255, -4.99886, 1.19960)  -0.67
O (-1.47764, -6.18078, 3.30128)  -0.65
O (-3.43061, -4.95892, 1.96633)  -0.38
C (0.07360, 1.06827, 1.52760)  -0.06
H (-1.40185, 3.90308, 3.42240)  0.34
H (-0.53134, 5.21771, 1.41234)  0.33
H (3.41781, 2.07293, -1.98369)  -0.19
H (2.02661, 3.24486, -1.80491)  0.54
H (2.31521, 1.74650, -4.15745)  0.18
H (1.44985, 0.39912, -3.25471)  0.31
H (-0.06467, 1.88980, -4.72875)  0.35
H (0.13079, 3.31778, -3.53921)  0.20
H (2.27796, -1.88889, 1.33138)  0.27
H (1.13552, -1.34251, 3.82092)  0.36
H (-0.62975, -0.74840, 3.78323)  0.40
H (-0.64111, -2.44790, 1.49084)  0.43
H (0.70171, -3.32126, 2.37418)  0.36
H (-2.32477, -2.74195, 3.52219)  0.39
H (-1.00408, -3.61466, 4.44975)  0.36
H (-3.45480, -5.01711, 0.97344)  0.33
F (-6.63608, -4.86638, 2.32951)  -0.26
C (-6.31584, -6.15671, 2.53661)  0.18
F (-5.75917, -6.59996, 1.37902)  -0.29
C (-7.52570, -7.01710, 2.90730)  0.85
F (-8.41664, -7.07458, 1.88814)  -0.28
F (-7.07972, -8.29640, 3.08514)  -0.33
C (-8.26892, -6.61983, 4.20047)  -0.71
O (-9.44686, -5.81158, 4.05937)  -0.40
C (-9.26719, -4.41424, 3.94749)  0.76
F (-7.99493, -4.09874, 4.25907)  -0.27
F (-10.03364, -3.86216, 4.91607)  -0.29
C (-9.70612, -3.86707, 2.58374)  0.21
F (-9.04288, -4.45925, 1.56738)  -0.20
F (-9.45142, -2.53890, 2.49418)  -0.25
H (-5.54748, -6.20385, 3.31324)  0.26
H (-8.64409, -7.55364, 4.62969)  0.42
H (-7.59338, -6.22044, 4.96180)  0.34
H (-10.77503, -4.02789, 2.42586)  0.23
F (4.72794, 6.72175, -5.30248)  -0.23
C (4.39027, 5.45951, -5.61974)  -0.02
F (3.11612, 5.51316, -6.08671)  -0.27
C (4.47774, 4.50363, -4.42799)  1.12
F (3.58349, 4.83495, -3.46630)  -0.29
F (4.11034, 3.26281, -4.86389)  -0.33
C (5.87489, 4.35600, -3.78831)  -0.62
O (6.14649, 5.13898, -2.61654)  -0.43
C (6.57387, 6.47244, -2.80989)  0.77
F (6.88856, 6.65940, -4.10635)  -0.28
F (7.73424, 6.59374, -2.12582)  -0.29
C (5.56654, 7.50056, -2.28077)  0.21
F (4.35368, 7.35916, -2.85813)  -0.21
F (5.98152, 8.76219, -2.54933)  -0.26
H (5.03090, 5.12394, -6.44017)  0.31
H (5.93369, 3.32349, -3.43062)  0.19
H (6.67938, 4.43697, -4.52432)  0.39
H (5.43805, 7.39895, -1.20069)  0.24



3.
Formula: C4H10NO
Source: OMol25
Level of theory: ωB97M-V/def2-TZVPD

2S+1: 1
Energy relative to the best compared isomer or geometry (same formula, charge and spin), kJ/mol: 119.7
LUMO level, Eh: 0.1445
Molar mass, g mol⁻¹: 88.13
Strongest force on any atom, eV/A: 2.64
HOMO-LUMO gap, eV: 6.57
E_HOMO, eV: -2.6
SMILES: CCCNC[O-]
Total charge: -1

Last column: Mulliken charge in e.
Positions of all 16 atoms, in Å:
C (-2.70696, 0.01651, -0.65170)  -1.02
C (-1.59153, -0.94757, -0.30025)  -0.62
C (-0.22115, -0.33196, -0.53691)  -0.56
N (0.29623, 0.37501, 0.66965)  -0.59
C (1.91562, 0.02957, 0.80573)  -0.18
O (2.63200, 0.96134, 0.16900)  -0.85
H (-2.78322, -0.22108, -1.79150)  0.24
H (-3.69905, -0.20840, -0.25574)  0.32
H (-2.43087, 1.08263, -0.48091)  0.27
H (-1.42451, -1.33418, 0.76817)  0.33
H (-1.74325, -1.78530, -0.93575)  0.28
H (-0.31889, 0.42620, -1.35116)  0.25
H (0.43864, -1.08911, -0.83746)  0.53
H (0.37954, 1.37158, 0.39817)  0.27
H (2.07121, -0.11626, 1.99490)  0.16
H (2.00493, -1.04122, 0.55046)  0.17



4.
Formula: C2H3N3OS
Source: OMol25
Level of theory: ωB97M-V/def2-TZVPD

2S+1: 1
Energy relative to the best compared isomer or geometry (same formula, charge and spin), kJ/mol: 2.9
LUMO level, Eh: 0.0133
Molar mass, g mol⁻¹: 117.13
Strongest force on any atom, eV/A: 2.77
HOMO-LUMO gap, eV: 10.14
E_HOMO, eV: -9.8
SMILES: O=c1nc(S)[nH][nH]1

Last column: Mulliken charge in e.
Positions of all 10 atoms, in Å:
O (-2.39612, -1.40637, -0.11239)  -0.56
C (-1.36654, -0.76761, 0.02769)  0.44
N (-1.22197, 0.59232, 0.41708)  -0.48
C (0.04882, 0.85291, 0.29960)  0.60
S (0.74007, 2.33429, 0.71042)  -0.23
N (0.79669, -0.18976, -0.26769)  -0.26
N (-0.07439, -1.30800, -0.25807)  -0.22
H (1.87426, 2.24482, -0.00603)  0.15
H (1.62549, -0.43830, 0.26010)  0.28
H (-0.02630, -1.91430, -1.07070)  0.27



- Among the records above, which one has the highest molar mass?
  C29H24F24O7S